Record 1
Molecular formula: C41H65N12O9
Method: DFT, wB97M-V/def2-TZVPD

spin multiplicity	1
charge	+1
frontier orbital gap	3.69	eV

Element x y z (Å)
C  -2.227614  1.445961  1.432772
C  -0.666614  1.141961  1.155772
C  -0.504614  -0.301039  1.658772
C  0.810386  -0.957039  1.166772
C  0.906386  -0.936039  -0.336228
C  0.823386  0.537961  -0.908228
N  -0.373614  1.280961  -0.185228
O  -0.640614  2.406961  -0.733228
C  0.251386  0.229961  -2.403228
C  2.067386  1.308961  -0.896228
C  0.146386  2.109961  2.069772
H  -2.358614  2.400961  1.209772
H  -2.508614  1.362961  2.390772
H  -3.039614  0.582961  1.024772
H  -1.280614  -1.026039  1.162772
H  -0.790614  -0.294039  2.989772
H  1.036386  -1.919039  1.541772
H  1.633386  -0.409039  1.519772
H  0.093386  -1.422039  -0.728228
H  1.795386  -1.378039  -0.677228
H  -0.741614  -0.156039  -2.408228
H  1.000386  -0.568039  -2.980228
H  0.366386  1.087961  -2.925228
H  2.442386  1.534961  0.146772
H  1.933386  2.322961  -1.431228
H  2.985386  0.802961  -1.250228
H  0.934386  1.774961  2.520772
H  -0.520614  2.423961  3.019772
H  0.298386  2.991961  1.501772
N  6.856386  2.407961  -1.744228
C  6.153386  1.378961  -1.291228
C  6.535386  1.226961  0.202772
C  7.457386  2.362961  0.460772
C  7.727386  3.077961  -0.816228
H  6.803386  2.868961  -2.630228
H  5.463386  0.790961  -2.010228
H  6.036386  0.411961  0.777772
H  7.704386  2.550961  1.646772
H  8.232386  3.930961  -1.027228
N  -2.335614  -2.901039  -3.033228
C  -3.435614  -2.559039  -2.090228
C  -3.156614  -2.962039  -0.713228
C  -1.851614  -3.728039  -0.838228
C  -1.339614  -3.556039  -2.353228
H  -2.374614  -2.833039  -4.183228
H  -4.093614  -1.898039  -2.441228
H  -3.711614  -2.867039  0.215772
H  -1.103614  -3.989039  -0.019228
H  -0.458614  -3.876039  -2.624228
N  -1.901614  -1.887039  -6.333228
C  -0.922614  -1.323039  -5.618228
C  0.344386  -2.225039  -5.717228
C  -0.047614  -3.246039  -6.618228
C  -1.566614  -3.091039  -6.886228
H  -2.791614  -1.533039  -6.531228
H  -1.063614  -0.213039  -5.109228
H  1.301386  -1.866039  -5.344228
H  0.372386  -4.128039  -6.876228
H  -2.418614  -3.770039  -7.390228
N  -5.474614  2.612961  -2.826228
C  -6.223614  1.598961  -2.419228
C  -5.391614  0.739961  -1.645228
C  -3.978614  1.238961  -1.855228
C  -4.038614  2.554961  -2.586228
H  -5.888614  3.558961  -3.340228
H  -7.429614  1.569961  -2.292228
H  -5.881614  -0.381039  -1.286228
H  -2.966614  0.841961  -1.508228
H  -3.451614  3.357961  -2.725228
N  -2.977614  -1.328039  5.212772
C  -2.588614  -2.185039  6.300772
C  -1.798614  -3.356039  5.712772
C  -2.001614  -3.307039  4.230772
C  -2.750614  -1.898039  3.990772
H  -3.338614  -0.462039  5.326772
H  -2.902614  -1.967039  7.232772
H  -1.430614  -4.187039  6.441772
H  -1.677614  -4.034039  3.475772
H  -3.144614  -1.274039  3.165772
N  -5.658614  0.088961  6.744772
C  -5.949614  0.491961  5.395772
C  -4.879614  1.410961  4.928772
C  -4.042614  1.649961  6.179772
C  -4.575614  0.697961  7.228772
H  -6.085614  -0.558039  7.285772
H  -6.878614  -0.016039  4.922772
H  -4.525614  1.703961  4.032772
H  -3.458614  2.508961  6.266772
H  -4.302614  0.554961  8.102772
N  0.157386  -1.049039  5.107772
C  -0.079614  0.194961  5.585772
C  1.211386  1.024961  5.372772
C  2.252386  0.118961  4.805772
C  1.445386  -1.215039  4.675772
H  -0.559614  -1.731039  5.138772
H  -0.980614  0.478961  6.089772
H  1.332386  2.010961  5.759772
H  3.226386  0.337961  4.352772
H  1.863386  -2.106039  4.243772
C  3.176386  -4.641039  -2.969228
N  2.987386  -3.292039  -2.481228
O  3.419386  -3.036039  -1.295228
O  2.558386  -2.449039  -3.266228
H  4.231386  -4.937039  -3.016228
H  2.869386  -4.699039  -4.125228
H  2.832386  -5.320039  -2.253228
C  5.480386  -2.934039  1.225772
N  4.860386  -1.835039  1.847772
O  3.948386  -1.261039  1.314772
O  5.537386  -1.303039  2.720772
H  4.637386  -3.700039  1.531772
H  6.412386  -3.287039  1.635772
H  5.545386  -2.624039  0.218772
C  2.605386  2.985961  -4.428228
N  2.689386  1.749961  -5.294228
O  2.200386  0.786961  -4.816228
O  3.495386  1.949961  -6.194228
H  1.555386  3.215961  -4.642228
H  3.139386  3.729961  -4.808228
H  2.491386  2.757961  -3.363228
C  0.075386  6.755961  -2.858228
N  -0.491614  5.408961  -2.821228
O  -1.622614  5.340961  -3.459228
O  0.278386  4.453961  -2.588228
H  0.819386  6.686961  -3.540228
H  0.489386  6.786961  -1.719228
H  -0.682614  7.473961  -3.097228

Atoms 1-6, force components in eV/Å:
0.175 -5.396 -3.335
-3.639 -2.537 4.512
-1.056 -2.624 1.727
-0.287 1.287 0.453
-0.089 3.083 1.657
-2.745 -4.687 -2.291

Record 2
Molecular formula: C41H66GeN6OP3Ru
Method: DFT, wB97M-V/def2-TZVPD

spin multiplicity	5
charge	+3
frontier orbital gap (alpha / beta)	6.20 / 3.58	eV

Element x y z (Å)
Ru  0.277479  0.429504  0.265581
C  -3.300567  3.773839  1.015721
C  -2.460177  2.524557  1.236858
C  -3.314232  1.336884  1.563647
P  -1.202656  2.123954  -0.095756
C  -2.288769  1.831197  -1.660158
N  -1.931093  0.545633  -2.259975
Ge  -1.044020  -0.778002  -1.218244
N  0.252454  -1.579820  -2.417242
C  1.494481  -0.884980  -2.557462
P  2.194987  0.041312  -0.967331
C  2.946858  1.513187  -1.814633
C  3.983460  1.136964  -2.891528
C  3.432922  2.577982  -0.835104
C  3.775071  -0.730876  -0.248264
C  3.966041  -0.279375  1.183327
C  3.787126  -2.270690  -0.302192
C  -0.091665  -2.787735  -2.973863
C  0.818020  -3.769915  -3.404148
C  0.489751  -5.125532  -3.345830
C  -0.887453  -5.481925  -3.078635
C  -1.817307  -4.494331  -2.947037
C  -1.462177  -3.176125  -2.844692
N  -2.420807  -2.125660  -2.771831
C  -2.564880  -1.124119  -3.858623
C  -3.119986  -1.429616  -5.035890
C  -3.510434  -0.488305  -6.013371
C  -3.290673  0.870449  -5.692722
C  -2.560386  1.206710  -4.531683
C  -2.338375  0.254771  -3.570046
C  -3.599007  -2.343770  -1.984133
C  -4.912123  -2.435824  -2.460178
C  -6.015388  -2.665877  -1.614639
C  -5.839145  -2.653646  -0.238228
C  -4.547274  -2.498616  0.297738
C  -3.453976  -2.225805  -0.567343
N  -2.213367  -1.819709  -0.065463
C  -1.924345  -2.007333  1.391599
P  -0.242820  -1.197840  1.754739
C  -0.425304  -0.406205  3.381564
C  -1.229267  -1.362626  4.317007
C  0.827854  0.146420  3.979198
C  0.906467  -2.699060  2.018020
C  0.593412  -3.733613  0.901802
C  0.989246  -3.457254  3.377775
C  -0.640880  3.898463  -0.487861
C  -0.042715  4.658546  0.701907
C  0.367268  3.842127  -1.657081
H  -3.611831  4.181115  1.985632
H  -4.277035  3.583616  0.481538
H  -2.752513  4.614743  0.549143
H  -1.721608  2.654231  2.036173
H  -3.790111  0.913965  0.673771
H  -4.076056  1.507409  2.329238
H  -2.644731  0.617336  1.907752
H  -2.020388  2.575839  -2.398066
H  -3.427778  1.827785  -1.417366
H  1.452530  -0.186209  -3.476385
H  2.230782  -1.679902  -2.792867
H  2.055760  1.910591  -2.357945
H  4.242646  0.098029  -2.892220
H  4.948388  1.688297  -2.611068
H  3.652811  1.406525  -3.897488
H  4.219729  2.221807  -0.159170
H  2.574158  2.984151  -0.277804
H  3.804506  3.393135  -1.423778
H  4.595796  -0.374606  -0.842944
H  3.498323  -1.098858  1.811731
H  3.505934  0.670590  1.475143
H  5.069045  -0.245517  1.444870
H  4.625834  -2.649795  0.251393
H  3.835828  -2.761754  -1.279224
H  2.914699  -2.655001  0.203732
H  1.736431  -3.351179  -3.832884
H  1.236162  -5.909583  -3.432136
H  -1.157989  -6.528728  -3.083492
H  -2.880826  -4.781154  -2.939568
H  -3.267261  -2.517888  -5.259575
H  -4.014339  -0.754551  -6.941157
H  -3.794498  1.564492  -6.253408
H  -2.146590  2.207618  -4.409304
H  -5.102502  -2.324286  -3.508681
H  -6.983122  -2.908665  -1.997767
H  -6.682842  -2.838116  0.479920
H  -4.309528  -2.603632  1.348305
H  -1.848113  -3.037218  1.712854
H  -2.691523  -1.525470  2.015081
H  -1.058876  0.509694  3.163783
H  -0.841457  -2.329017  4.290940
H  -2.300293  -1.325387  4.120896
H  -1.077791  -1.055951  5.348055
H  1.657227  -0.575545  3.950069
H  0.743139  0.359860  5.073826
H  1.332740  1.010618  3.437693
H  1.916820  -2.257032  1.881058
H  -0.262834  -4.418237  1.083460
H  1.493238  -4.347033  0.723370
H  0.333423  -3.191313  -0.006516
H  1.265542  -2.811604  4.265505
H  1.792695  -4.210674  3.315724
H  0.152665  -4.033139  3.685818
H  -1.510275  4.510585  -0.818154
H  0.660352  3.949883  1.149372
H  -0.814074  4.845350  1.434339
H  0.484106  5.584601  0.420860
H  1.323971  4.023874  -1.301445
H  0.124917  4.615228  -2.403929
H  0.387045  2.893119  -2.171846
C  5.406304  4.333008  6.109305
N  5.063151  3.236314  5.273433
C  4.052274  3.316579  4.331783
N  3.592124  4.563751  3.960410
O  3.612782  2.257813  3.831161
H  6.241637  4.953634  5.779421
H  5.761950  3.881778  7.065801
H  4.593966  5.077200  6.295021
H  5.347739  2.240180  5.507539
H  4.122770  5.443901  3.881747
H  2.993216  4.380488  3.124225

Atoms 1-6, force components in eV/Å:
1.074 0.786 1.028
-0.618 0.947 -0.217
0.418 0.158 -0.338
-0.763 0.134 -0.528
-2.089 2.260 -1.142
-0.305 -0.576 0.858

Let's list largest force on an atom in order: 11.95; 3.70 eV/Å.
Let's list energy relative to the best compared isomer or geometry (same formula, charge and spin) in order: 40.9; 13.8 kcal per mole.